Entry 1:
C35H70F4IN5O10S | ωB97M-V with the def2-TZVPD basis set

Geometry as XYZ:
```
126
Properties=species:S:1:pos:R:3:forces:R:3
C 6.11140 -3.98351 0.57216 0.5 -0.5 -0.8
C 5.39544 -3.77332 -0.87153 0.1 -0.2 1.2
O 5.13267 -2.36068 -1.04752 -1.2 -0.8 0.1
C 3.98253 -1.92876 -0.29350 -0.6 1.1 -0.1
C 3.31404 -0.64623 -1.02651 1.7 -0.2 0.2
O 2.18745 -0.17660 -0.25426 -0.1 -1.1 -1.1
C 1.01963 -1.04967 -0.48582 0.5 0.0 0.4
C -0.16131 -0.12342 -1.03793 1.3 2.0 0.0
O -1.04883 -0.67430 -2.00968 0.1 -0.1 1.0
C -1.66109 -1.93389 -1.79826 -1.5 -2.1 -0.4
C -0.73126 -3.07304 -2.50636 1.0 0.7 1.1
C 0.23203 -2.50957 -3.65372 -0.8 -1.4 -1.3
C 0.43581 -3.73739 -4.71482 1.2 1.4 1.9
S 1.81620 -3.17546 -5.86648 -0.1 0.2 0.0
C -1.99840 -2.43365 -0.32535 -0.8 -0.9 0.8
C -2.45896 -4.00426 -0.34882 -0.6 0.3 0.9
C -1.32548 -5.00917 0.17491 -0.6 -1.1 -1.5
C -2.00392 -6.33427 0.80908 0.0 0.2 -1.1
O -2.48173 -6.07882 2.16629 2.5 -0.5 0.4
C -1.39786 -5.89436 3.06200 -1.0 4.1 1.1
O -1.38038 -4.81795 3.70875 0.2 -4.3 -2.2
C -3.13154 -1.82276 -2.51226 0.8 0.5 -0.3
C -3.18384 -2.29968 -4.02808 -1.8 2.2 -0.3
C -4.34507 -1.39694 -4.74186 0.7 -0.3 0.2
I -3.94517 -4.37124 -4.23826 0.7 0.8 0.1
C -0.90417 0.76228 0.12702 -0.4 1.1 0.5
N -0.82225 0.19557 1.48156 -0.6 0.1 -0.6
C -2.43528 1.11574 -0.28825 -0.2 -2.0 -0.4
O -3.00744 2.15885 0.58102 -1.7 -2.0 0.7
C -4.03610 1.64626 1.38097 0.0 2.1 1.5
F -4.44292 2.72261 2.22867 0.8 -2.5 -2.0
F -3.61589 0.62018 2.27371 -1.5 2.0 -2.6
F -5.20546 1.28453 0.65866 2.9 0.2 1.7
C -0.16200 2.21660 0.21411 1.5 -0.2 -0.7
C -0.50335 3.18248 -1.00857 -1.0 0.3 0.0
F -0.34680 2.83979 1.51561 -0.1 -0.8 -2.2
H 6.66435 -3.02645 0.89936 -1.1 -1.4 -0.6
H 6.93085 -4.78281 0.43737 -1.4 1.1 0.4
H 5.36360 -4.33243 1.36015 1.1 0.6 -1.0
H 4.39083 -4.34276 -0.91092 1.6 0.7 0.0
H 6.06237 -4.15524 -1.71590 -0.9 0.9 1.1
H 3.16511 -2.74100 -0.19813 1.4 1.0 -0.1
H 4.31209 -1.55228 0.74125 -0.6 -0.8 -1.3
H 4.13914 0.15831 -1.04962 -1.5 -1.0 0.2
H 3.05772 -0.86242 -2.12364 0.1 0.1 1.5
H 0.81851 -1.55367 0.51549 -0.1 0.7 -1.3
H 1.38021 -1.85459 -1.20400 -1.1 1.0 0.6
H 0.41890 0.69960 -1.61881 -0.9 -1.5 0.6
H -1.31785 -3.98884 -2.84068 0.7 1.4 0.2
H -0.03419 -3.44293 -1.65895 -1.1 0.4 -1.4
H 1.28205 -2.23043 -3.31895 -1.5 -0.3 -0.1
H -0.18955 -1.62883 -4.24708 0.5 -1.1 1.1
H -0.52035 -4.00725 -5.26604 1.4 0.3 0.6
H 0.88036 -4.59034 -4.09401 -1.0 0.9 -1.1
H 2.47928 -2.13688 -5.19291 -1.1 -1.2 -0.2
H -2.90274 -1.89640 0.15555 1.5 -0.4 -1.0
H -1.16291 -2.38517 0.44224 -0.8 0.2 -1.2
H -2.89495 -4.30461 -1.37419 0.9 0.3 1.6
H -3.34835 -4.11493 0.38237 1.4 0.3 -1.1
H -0.57005 -4.51144 0.86909 -1.1 -0.7 -0.8
H -0.77061 -5.38911 -0.76643 -0.5 0.6 1.6
H -1.30264 -7.23455 0.74696 -0.7 1.2 0.4
H -2.93831 -6.62031 0.19856 1.4 0.6 1.0
H -0.55165 -6.66911 3.15486 -1.4 0.8 -0.4
H -3.38768 -0.69493 -2.50446 0.5 -1.7 -0.1
H -3.95258 -2.32951 -1.90902 1.2 0.5 -0.8
H -2.25283 -2.11167 -4.65090 -1.0 -0.8 1.1
H -4.38383 -1.69647 -5.83988 -0.3 0.4 1.5
H -4.05776 -0.27941 -4.67971 -0.4 -1.8 0.0
H -5.34637 -1.57134 -4.20460 1.5 0.3 -1.0
H -1.42838 -0.61038 1.64795 0.6 0.4 -0.1
H 0.12871 0.07978 1.83928 -0.6 0.1 -0.3
H -2.51666 1.39237 -1.40472 0.2 0.0 2.0
H -3.13472 0.20954 -0.16479 1.4 1.1 -0.3
H 0.97515 2.01653 0.15244 -1.8 0.2 0.3
H -0.73868 2.59167 -1.97032 0.6 0.8 1.7
H -1.45589 3.80868 -0.81838 1.5 -1.0 0.0
H 0.35125 3.88895 -1.26943 -1.1 -1.0 0.6
C -1.02077 6.64217 1.13123 -0.4 -0.1 0.4
O -0.22475 7.50607 0.80499 -0.5 -0.1 0.1
N -1.89748 6.73273 2.16912 0.5 -0.2 -0.7
C -2.81648 5.66102 2.49719 0.0 0.2 0.1
C -1.91139 7.94036 2.97144 0.3 0.1 -0.2
H -1.09134 5.68666 0.58827 -0.1 0.0 0.1
H -3.84083 6.03620 2.42655 0.0 -0.2 0.1
H -2.62093 5.32442 3.51843 -0.1 -0.1 -0.1
H -2.69612 4.81881 1.81419 0.1 0.1 0.1
H -2.13650 8.79517 2.32856 0.0 0.1 0.2
H -0.92349 8.08730 3.41507 -0.1 0.1 0.0
H -2.66061 7.86700 3.76019 0.1 -0.1 -0.1
C -0.58176 -7.53731 7.97496 -0.2 0.3 -0.2
O 0.55960 -7.77819 7.62919 -0.2 0.2 -0.1
N -1.35567 -6.52660 7.48733 0.3 -0.6 0.5
C -2.71023 -6.30149 7.94886 0.2 0.1 -0.2
C -0.80436 -5.64784 6.47289 0.2 -0.2 0.2
H -1.09435 -8.14407 8.73904 -0.1 0.0 0.0
H -3.39473 -6.38410 7.10064 -0.1 0.1 0.1
H -2.77953 -5.29775 8.37611 -0.2 -0.1 0.0
H -2.99171 -7.03312 8.70785 0.1 0.0 -0.1
H -0.52215 -6.24144 5.60246 0.1 0.2 0.1
H 0.09019 -5.16122 6.86971 0.0 0.0 -0.2
H -1.53382 -4.89327 6.18124 0.0 -0.2 0.1
C 3.94217 10.36698 2.27756 -0.4 -0.2 -0.3
O 4.25656 9.73975 3.27185 -0.2 0.0 -0.2
N 2.92135 10.04633 1.43341 0.8 0.4 0.5
C 2.60772 10.84471 0.26699 -0.1 -0.3 0.2
C 2.12198 8.86658 1.71160 0.3 0.1 0.1
H 4.48313 11.27865 1.97465 0.0 0.1 -0.1
H 1.58125 11.21102 0.35074 0.0 0.1 -0.2
H 2.70025 10.22228 -0.62685 -0.1 0.2 -0.1
H 3.28530 11.69598 0.18158 0.0 -0.1 0.1
H 1.65952 8.97270 2.69611 0.0 -0.2 -0.1
H 2.77297 7.98881 1.72331 -0.2 0.0 0.1
H 1.35092 8.74024 0.95692 0.2 0.1 0.2
C 1.32930 1.78615 -4.21938 0.5 -0.1 -0.2
O 0.99730 2.62327 -3.39907 0.4 -0.2 -0.3
N 2.58658 1.63187 -4.72028 -0.8 -0.1 0.2
C 2.90772 0.61088 -5.69674 0.1 0.2 0.1
C 3.63785 2.51950 -4.26037 -0.2 0.2 0.2
H 0.60715 1.06320 -4.63283 0.0 -0.1 -0.1
H 3.67512 -0.04952 -5.28326 0.0 -0.1 -0.2
H 3.28923 1.09013 -6.60190 0.0 -0.2 0.0
H 2.02589 0.01989 -5.94995 0.0 0.1 0.1
H 3.74418 2.41790 -3.17743 0.1 0.1 -0.1
H 3.36089 3.55144 -4.48899 0.2 0.0 0.1
H 4.58327 2.27692 -4.74635 -0.2 -0.1 0.0
```
Forces are in eV/Å.

Results
* frontier orbital gap: 8.543 eV
* highest occupied orbital energy: -8.62 eV
* charge: 0
* electronic energy: -3496.872196 Eh
* SMILES: CCOCCOC[C@@H](O[C@@](CCCS)(CCCCOC=O)C[C@H](C)I)[C@](N)(COC(F)(F)F)[C@@H](C)F.CN(C)C=O.CN(C)C=O.CN(C)C=O.CN(C)C=O



Entry 2:
C35H70N2O10PS | ωB97M-V with the def2-TZVPD basis set

Geometry as XYZ:
```
119
Properties=species:S:1:pos:R:3:forces:R:3
C 1.86816 1.80021 4.89222 0.5 -0.8 0.1
C 2.92037 1.76237 4.30824 -0.4 0.0 -0.9
C 4.06752 1.69966 3.37958 0.0 -0.1 1.0
C 4.74880 0.29871 3.27871 0.2 0.9 0.2
C 4.59558 -0.34679 1.90564 0.4 0.3 1.0
S 2.97276 -1.06050 1.49471 0.0 0.1 -1.2
C 1.80806 0.33406 1.34861 -0.6 -0.3 -0.3
C 0.36431 -0.20400 1.14755 0.1 0.2 0.2
C -0.40966 0.18585 2.39867 -0.4 0.2 -0.5
N -0.61873 1.59612 2.51894 0.6 -0.6 0.0
O -0.74448 -0.62290 3.22341 0.3 -0.2 0.2
P 2.16788 -2.22872 3.15910 -0.7 0.0 2.1
N 2.26913 -1.60201 4.57221 0.2 -0.5 -0.4
H 1.02365 1.50970 5.47554 -0.1 0.6 0.1
H 4.80694 2.40806 3.75637 0.1 0.0 -0.2
H 3.76329 2.06170 2.39607 0.0 0.1 0.0
H 4.48806 -0.35205 4.11119 -0.3 0.0 -0.1
H 5.81666 0.49988 3.38966 -0.2 -0.3 -0.2
H 4.79468 0.42048 1.15386 -0.3 -0.3 -0.3
H 5.33790 -1.13399 1.77434 -0.2 -0.2 -0.1
H 1.84404 0.97190 2.22922 0.3 0.0 0.0
H 2.09536 0.84885 0.43127 0.4 0.1 0.1
H 0.32620 -1.27979 0.98299 0.0 0.0 0.1
H -0.07289 0.26664 0.26697 0.1 0.2 0.1
H -1.58884 1.81992 2.32868 0.0 0.2 0.0
H -0.37715 1.85425 3.47317 -0.5 0.2 0.1
H 0.83616 -2.45228 2.75289 0.4 -0.1 -0.6
H 2.84755 -3.45404 3.00192 0.3 0.4 -0.5
H 1.34840 -1.43952 4.96624 0.1 0.4 0.0
C 1.38884 -0.03302 -3.82295 0.2 -0.1 0.2
C 1.31219 1.05772 -2.78758 0.0 0.1 0.0
O 1.96947 1.00890 -1.76530 0.0 -0.2 0.2
C 0.38615 2.20548 -3.06706 0.1 0.0 0.3
H 2.09032 -0.79882 -3.49707 0.0 0.0 0.0
H 0.40430 -0.48382 -3.95930 0.0 0.1 -0.1
H 1.72944 0.37961 -4.77313 -0.2 0.0 -0.1
H -0.63747 1.84090 -3.16886 0.0 0.1 -0.2
H 0.68075 2.71444 -3.98544 -0.1 -0.1 -0.1
H 0.42435 2.91475 -2.24302 0.0 0.0 0.0
C -4.69744 1.53525 -3.85330 0.1 0.4 -0.5
C -3.71063 2.28287 -3.00629 -0.1 0.0 -0.2
O -3.02281 3.17170 -3.46487 0.1 -0.1 0.3
C -3.60213 1.87996 -1.55526 0.3 0.2 0.1
H -4.66484 1.92890 -4.86962 0.1 0.0 0.0
H -4.43954 0.47791 -3.87442 -0.2 0.0 0.1
H -5.70186 1.65988 -3.45494 0.0 -0.2 0.1
H -3.31012 0.83057 -1.48543 -0.2 -0.1 0.0
H -4.56267 2.01636 -1.05900 0.0 -0.2 0.0
H -2.85181 2.49966 -1.06315 0.0 0.0 0.0
C -2.20565 0.17486 6.09348 0.2 0.1 0.0
C -2.59729 1.61209 6.33330 0.0 0.1 0.1
O -1.84517 2.51137 6.01992 0.1 0.0 -0.1
C -3.93873 1.86609 6.95869 0.1 0.3 -0.2
H -1.22026 0.15218 5.63502 0.0 -0.1 0.0
H -2.17467 -0.37595 7.03491 -0.2 0.0 0.0
H -2.91711 -0.30142 5.41744 0.0 -0.1 0.1
H -3.98745 1.39514 7.94220 -0.1 -0.1 -0.1
H -4.73849 1.46013 6.32742 0.2 0.0 0.3
H -4.08396 2.93867 7.07194 0.0 0.0 0.0
C -3.03611 4.81711 -6.15650 0.1 -0.2 -0.2
C -3.61674 4.19246 -7.40013 0.0 0.0 0.0
O -3.60720 2.99341 -7.57014 0.0 0.0 0.0
C -4.21326 5.12588 -8.42627 0.0 -0.2 -0.1
H -2.64928 4.03906 -5.50942 0.0 0.0 0.1
H -2.22580 5.49803 -6.42625 -0.1 0.2 0.0
H -3.80997 5.36698 -5.61875 0.1 0.1 0.0
H -3.45212 5.81914 -8.78712 -0.1 0.1 0.1
H -5.03410 5.69189 -7.98340 0.1 0.1 0.0
H -4.59348 4.54829 -9.26619 0.0 0.0 0.0
C -6.22341 -2.52028 -1.92567 0.2 0.1 -0.1
C -6.72192 -1.12521 -1.64032 0.0 0.0 0.0
O -6.04964 -0.15385 -1.90176 -0.1 -0.1 0.2
C -8.09136 -0.99746 -1.01998 0.1 0.3 0.0
H -5.23140 -2.46335 -2.37073 0.0 0.0 0.0
H -6.16831 -3.09469 -0.99928 -0.1 -0.1 0.0
H -6.89804 -3.02285 -2.62060 -0.1 -0.1 0.1
H -8.11377 -1.50854 -0.05602 -0.1 -0.1 -0.1
H -8.84260 -1.43773 -1.67708 0.0 -0.1 0.1
H -8.32519 0.05427 -0.86988 0.0 0.0 0.0
C -6.56384 -0.88698 4.17740 0.2 0.1 0.1
C -7.24571 -0.06772 5.24673 0.0 0.1 0.1
O -6.62009 0.67691 5.96746 -0.2 -0.2 -0.2
C -8.73927 -0.21859 5.37596 0.0 0.2 0.2
H -5.49440 -0.68539 4.19086 0.0 0.0 0.0
H -6.72733 -1.94986 4.36083 -0.1 0.0 -0.1
H -6.96234 -0.62445 3.19617 -0.1 -0.1 0.0
H -8.99163 -1.25440 5.60790 0.0 0.0 -0.1
H -9.22587 0.07048 4.44319 0.0 -0.1 0.0
H -9.10006 0.42195 6.17709 0.0 0.0 0.0
C 9.96396 -0.69133 2.35202 -0.2 0.3 0.1
C 8.52616 -1.08282 2.52674 0.1 0.2 0.0
O 7.65616 -0.25373 2.71179 0.1 -0.3 -0.2
C 8.20641 -2.55613 2.46311 -0.3 0.1 0.0
H 10.05566 0.39018 2.41965 0.0 0.0 0.0
H 10.57205 -1.14822 3.13452 0.1 -0.1 -0.1
H 10.33020 -1.01499 1.37698 0.1 -0.1 0.1
H 8.74498 -3.08803 3.24776 0.1 -0.1 -0.1
H 8.49684 -2.95797 1.49137 0.1 -0.1 0.1
H 7.13727 -2.70834 2.60644 0.0 0.0 0.0
C -3.92372 -2.41570 -6.31315 -0.1 0.2 0.1
C -3.14353 -2.36326 -5.02526 -0.1 0.1 -0.1
O -3.30646 -1.46928 -4.22445 0.1 -0.1 0.1
C -2.15070 -3.47281 -4.77839 0.0 0.1 0.2
H -4.59669 -1.56274 -6.36458 0.0 0.0 0.0
H -3.24246 -2.38094 -7.16436 0.0 -0.1 0.0
H -4.50918 -3.33554 -6.35821 0.1 -0.1 -0.1
H -1.39717 -3.48184 -5.56725 -0.1 -0.1 -0.1
H -2.66323 -4.43564 -4.76055 0.1 0.0 -0.1
H -1.66003 -3.31454 -3.81988 0.0 0.0 0.0
C 11.24097 -2.55850 -2.37741 -0.1 0.2 0.1
C 11.97282 -2.38707 -1.06948 0.0 0.0 0.0
O 11.77779 -1.42778 -0.35630 -0.1 -0.1 0.0
C 12.95993 -3.46216 -0.69110 0.0 0.2 0.2
H 10.56623 -1.71864 -2.52856 0.0 0.0 0.0
H 11.95374 -2.59367 -3.20218 0.0 -0.2 0.0
H 10.66215 -3.48347 -2.36339 0.1 -0.1 -0.1
H 13.74223 -3.53400 -1.44778 -0.1 -0.1 -0.1
H 12.45149 -4.42404 -0.60779 0.1 0.0 -0.1
H 13.41482 -3.21672 0.26586 0.0 0.0 0.0
```
Forces are in eV/Å.

Results
* frontier orbital gap: 8.062 eV
* highest occupied orbital energy: -10.50 eV
* charge: +1
* electronic energy: -2976.696742 Eh